Below is a single C6H10Si molecule in a non-equilibrium geometry, with properties calculated with wB97M-V/def2-TZVPD.

SMILES string: C=C[C@@H]1C(C)=C1[SiH3]
relative energy (zero: lowest compared OMol25 entry of this formula, charge and spin): 255.9 kJ/mol
total charge: 0
E_HOMO: -0.300 Ha
max |F|: 4.00 eV Å⁻¹
lowest unoccupied orbital energy: 0.900 eV
Kohn-Sham gap: 9.06 eV

Each line ends with the Mulliken charge.
Element x y z (Å)
C (-1.853, 1.098, -0.148)  -0.12
C (-1.833, 1.324, 1.144)  -0.89
C (-0.926, 0.097, -0.724)  -0.26
C (0.586, -0.028, -0.356)  -0.59
C (-0.140, -1.041, -0.113)  0.71
C (-0.194, -2.563, 0.154)  -1.15
Si (2.124, 1.214, -0.044)  0.39
H (-2.434, 1.509, -0.985)  0.34
H (-2.563, 2.009, 1.615)  0.26
H (-1.305, -0.336, -1.648)  0.35
H (-1.555, 0.660, 1.897)  0.32
H (-1.119, -2.901, -0.114)  0.36
H (-0.108, -2.942, 1.171)  0.31
H (0.605, -2.952, -0.495)  0.29
H (3.384, 0.851, -0.709)  -0.12
H (2.305, 1.291, 1.352)  -0.10
H (1.673, 2.421, -0.728)  -0.09